Formula: C22H49N2OOsP3Se
Source: OMol25
Level of theory: ωB97M-V/def2-TZVPD

Structure (XYZ):
```
79
Properties=species:S:1:pos:R:3
Os -0.421 0.244 0.308
P 0.407 0.545 2.345
P -2.273 -0.834 1.025
P -1.492 2.232 0.235
H 3.885 2.648 -3.779
C 3.876 3.336 -2.920
C 3.256 3.059 -1.753
H 2.448 2.358 -1.628
C 1.462 -0.827 2.992
C -0.667 0.731 3.822
C 1.502 1.966 2.519
C -3.313 -1.670 -0.273
C -1.855 -2.234 2.136
C -3.669 -0.048 1.952
C -0.413 3.484 -0.530
C -2.141 3.071 1.720
C -3.032 2.206 -0.790
H 4.398 4.300 -3.057
H 3.582 3.606 -0.842
H 2.290 -1.038 2.307
H 0.891 -1.753 3.140
H 1.870 -0.495 3.958
H -1.226 -0.183 4.027
H -1.368 1.549 3.677
H -0.019 0.964 4.674
H 2.160 2.045 1.656
H 2.106 1.855 3.425
H 0.914 2.879 2.592
H -4.133 -2.219 0.238
H -2.683 -2.358 -0.869
H -3.731 -0.879 -0.926
H -2.748 -2.871 2.234
H -1.558 -1.849 3.120
H -1.023 -2.799 1.686
H -4.442 -0.819 2.119
H -4.099 0.775 1.365
H -3.290 0.323 2.914
H -0.885 4.476 -0.504
H -0.210 3.202 -1.573
H 0.525 3.505 0.041
H -2.587 4.037 1.449
H -1.319 3.238 2.420
H -2.918 2.441 2.163
H -3.388 3.238 -0.931
H -3.807 1.630 -0.265
H -2.814 1.749 -1.765
C -0.242 1.061 -3.547
C 0.933 1.833 -3.589
C 0.899 3.152 -4.092
C -0.270 3.601 -4.742
C -1.402 2.800 -4.724
C -1.430 1.557 -4.077
Se -0.548 -0.672 -2.648
H 0.574 -0.334 -1.726
H 1.863 1.358 -3.245
H 1.773 3.802 -4.028
H -0.252 4.546 -5.259
H -2.324 3.122 -5.208
H -2.341 0.966 -3.982
C 3.135 -1.593 -0.259
N 2.544 -2.885 0.109
C 3.422 -4.038 0.019
C 1.205 -2.997 0.292
O 0.479 -1.957 0.188
N 0.644 -4.238 0.567
C 1.229 -5.232 1.475
C -0.485 -4.745 -0.215
H 3.450 -1.039 0.638
H 2.413 -0.978 -0.806
H 4.018 -1.777 -0.896
H 3.761 -4.345 1.021
H 2.897 -4.876 -0.455
H 4.291 -3.765 -0.593
H 0.394 -5.704 2.015
H 1.765 -6.024 0.924
H 1.896 -4.745 2.203
H -0.162 -5.551 -0.887
H -0.948 -3.939 -0.796
H -1.227 -5.179 0.470
```

Values from the calculation:
- total energy (eV) = -124271.8588
- multiplicity = 5
- highest occupied orbital energy (alpha / beta) (eV) = -17.9 / -18.7
- F_max (eV/A) = 4.32
- total charge = +4
- HOMO-LUMO gap (alpha / beta) (eV) = 5.13 / 2.24

For reference, the Mulliken charges in units of e are:
1. Os 1.36
2. P 0.86
3. P 0.55
4. P 0.60
5. H 0.41
6. C -0.56
7. C 0.46
8. H 0.01
9. C -1.23
10. C -1.50
11. C -1.20
12. C -1.18
13. C -0.71
14. C -1.42
15. C -0.54
16. C -1.42
17. C -0.72
18. H 0.37
19. H 0.38
20. H 0.17
21. H 0.29
22. H 0.70
23. H 0.40
24. H 0.34
25. H 0.55
26. H 0.21
27. H 0.55
28. H 0.39
29. H 0.55
30. H 0.15
31. H 0.35
32. H 0.56
33. H 0.35
34. H -0.19
35. H 0.58
36. H 0.42
37. H 0.38
38. H 0.60
39. H -0.12
40. H 0.20
41. H 0.60
42. H 0.42
43. H 0.33
44. H 0.53
45. H 0.31
46. H -0.09
47. C 0.14
48. C 0.19
49. C -0.30
50. C -0.76
51. C -0.67
52. C -0.74
53. Se 0.28
54. H -0.23
55. H 0.83
56. H 0.30
57. H 0.50
58. H 0.47
59. H 0.55
60. C -0.36
61. N 0.24
62. C -0.98
63. C -0.25
64. O -1.21
65. N 0.40
66. C -1.15
67. C -0.70
68. H 0.28
69. H -0.22
70. H 0.45
71. H 0.33
72. H 0.34
73. H 0.37
74. H 0.39
75. H 0.42
76. H 0.30
77. H 0.38
78. H 0.04
79. H 0.32

***

Formula: C42H54GeHfIN8O9P
Source: OMol25
Level of theory: ωB97M-V/def2-TZVPD

Structure (XYZ):
```
117
Properties=species:S:1:pos:R:3
Hf 1.798 0.504 -0.693
C 0.469 -3.197 -2.700
C 0.983 -1.811 -3.219
C 2.025 -1.903 -4.297
C -0.099 -0.830 -3.615
O 1.729 -1.159 -2.066
Ge 3.236 -2.046 -1.266
O 2.148 -1.397 0.414
C 2.205 -2.119 1.733
C 3.504 -1.756 2.438
C 0.886 -1.777 2.474
C 2.109 -3.621 1.407
O 3.818 -0.050 -1.223
C 5.173 0.562 -1.414
C 5.823 1.088 -0.128
C 6.063 -0.603 -1.967
C 5.120 1.673 -2.461
H -0.534 -3.368 -3.081
H 1.124 -4.012 -2.988
H 0.366 -3.245 -1.616
H 1.485 -2.287 -5.170
H 2.397 -0.882 -4.501
H 2.839 -2.609 -4.049
H -0.684 -1.215 -4.442
H -0.807 -0.658 -2.783
H 0.355 0.128 -3.925
H 3.450 -0.707 2.734
H 3.610 -2.366 3.377
H 4.373 -1.830 1.765
H 0.925 -0.737 2.889
H -0.007 -1.850 1.842
H 0.772 -2.499 3.295
H 2.968 -3.945 0.789
H 2.014 -4.208 2.313
H 1.197 -3.829 0.861
H 5.295 0.697 0.781
H 6.906 0.877 -0.181
H 5.679 2.175 -0.042
H 6.123 -1.363 -1.168
H 5.637 -1.062 -2.875
H 7.105 -0.256 -2.201
H 4.677 2.647 -2.147
H 6.141 1.886 -2.758
H 4.538 1.336 -3.334
N -5.856 0.531 -4.874
C -4.607 1.012 -5.103
N -3.688 0.452 -4.375
C -4.371 -0.500 -3.621
C -3.932 -1.405 -2.651
C -4.911 -2.090 -1.926
C -6.311 -1.939 -2.149
C -6.770 -1.110 -3.150
C -5.789 -0.429 -3.881
H -6.723 0.939 -5.232
H -4.386 1.805 -5.835
H -2.867 -1.559 -2.429
H -4.571 -2.767 -1.180
H -6.969 -2.443 -1.485
H -7.831 -0.985 -3.446
N -4.143 1.596 1.066
C -3.192 0.923 0.876
N -2.145 0.092 0.822
C -1.253 0.220 -0.081
N -0.395 0.399 -0.855
I 3.275 5.498 6.655
C 2.870 4.142 5.161
C 3.603 4.284 3.976
C 3.203 3.579 2.842
C 2.235 2.608 2.886
C 1.478 2.466 4.090
C 1.829 3.208 5.205
C 1.959 1.722 1.716
O 0.868 1.100 1.524
O 2.907 1.562 0.846
H 4.387 5.019 3.849
H 3.750 3.827 1.924
H 0.643 1.764 4.129
H 1.349 3.109 6.201
C -5.138 -4.360 4.697
N -4.045 -4.460 5.692
C -3.807 -3.080 6.260
N -3.609 -2.012 5.255
C -4.668 -2.050 4.222
N -4.961 -3.391 3.629
C -3.919 -3.796 2.695
P -2.370 -3.828 3.657
C -2.872 -4.937 5.007
C -2.277 -2.233 4.617
H -6.057 -4.113 5.219
H -5.265 -5.343 4.215
H -2.935 -3.103 6.933
H -4.707 -2.828 6.796
H -4.413 -1.396 3.373
H -5.616 -1.741 4.675
H -3.805 -3.063 1.887
H -4.205 -4.818 2.352
H -1.992 -5.185 5.630
H -3.160 -5.908 4.530
H -2.042 -1.411 3.913
H -1.549 -2.198 5.432
O 0.984 2.641 -0.774
C 1.247 2.735 -2.033
O 1.879 1.801 -2.650
C 0.726 3.927 -2.766
C -0.258 4.765 -2.166
C -0.525 5.990 -2.741
C 0.290 6.398 -3.798
O 0.602 7.665 -4.173
C 1.677 7.582 -5.164
O 1.971 6.204 -5.327
C 1.130 5.490 -4.497
C 1.315 4.223 -4.017
H -0.819 4.450 -1.295
H -1.259 6.681 -2.335
H 2.531 8.126 -4.699
H 1.334 8.064 -6.097
H 2.004 3.504 -4.452
```

Values from the calculation:
- total energy (eV) = -149987.7553
- multiplicity = 2
- highest occupied orbital energy (alpha / beta) (eV) = -8.7 / -8.7
- F_max (eV/A) = 3.85
- relative energy (zero: lowest compared OMol25 entry of this formula, charge and spin) (kJ/mol) = 152.68
- total charge = +1
- HOMO-LUMO gap (alpha / beta) (eV) = 4.66 / 1.45

Results of the Mulliken charge analysis, in e, for atoms 1 through 99:
1. Hf 2.44
2. C -1.72
3. C 1.83
4. C -1.64
5. C -1.27
6. O 0.45
7. Ge -0.25
8. O 0.03
9. C 1.18
10. C -1.22
11. C -1.08
12. C -1.72
13. O 0.09
14. C 1.40
15. C -1.22
16. C -1.94
17. C -1.52
18. H 0.40
19. H 0.39
20. H 0.27
21. H 0.50
22. H 0.16
23. H 0.43
24. H 0.68
25. H -0.09
26. H 0.01
27. H 0.17
28. H 0.41
29. H 0.21
30. H -0.11
31. H 0.14
32. H 0.66
33. H 0.44
34. H 0.48
35. H 0.36
36. H 0.06
37. H 0.45
38. H 0.30
39. H 0.51
40. H 0.34
41. H 0.49
42. H 0.23
43. H 0.54
44. H 0.19
45. N -0.07
46. C -0.27
47. N -0.52
48. C 0.83
49. C 0.00
50. C -0.73
51. C -0.65
52. C -0.84
53. C -0.04
54. H 0.22
55. H 0.40
56. H 0.37
57. H 0.56
58. H 0.42
59. H 0.32
60. N -0.69
61. C 0.38
62. N -0.32
63. C 0.69
64. N -0.53
65. I 0.14
66. C -0.13
67. C -0.65
68. C -0.38
69. C 0.05
70. C -0.46
71. C -0.45
72. C 0.76
73. O -0.48
74. O -0.61
75. H 0.36
76. H 0.30
77. H 0.53
78. H 0.34
79. C -1.07
80. N 0.03
81. C -0.84
82. N -0.01
83. C -1.00
84. N 0.05
85. C -0.44
86. P 0.14
87. C -0.75
88. C -0.46
89. H 0.30
90. H 0.44
91. H 0.39
92. H 0.31
93. H 0.48
94. H 0.27
95. H 0.24
96. H 0.40
97. H 0.35
98. H 0.40
99. H 0.33

***

Formula: C36H52KO20Pd2S6
Source: OMol25
Level of theory: ωB97M-V/def2-TZVPD

Structure (XYZ):
```
117
Properties=species:S:1:pos:R:3
K -0.351 5.735 -1.572
Pd -1.227 -2.123 0.486
Pd 3.290 4.777 -0.863
C -5.327 -1.920 0.720
C -6.364 -1.689 -0.244
C -5.964 -1.749 -1.714
O -6.801 -1.744 -2.584
C -4.590 -1.923 -2.092
C -3.618 -1.969 -1.043
C -4.050 -2.285 0.378
O -3.166 -2.785 1.132
O -2.393 -1.924 -1.283
O -7.510 -1.421 0.028
H -5.527 -2.089 1.775
H -4.230 -1.925 -3.116
C 1.959 0.548 -0.306
C 2.061 1.942 -0.211
C 0.875 2.751 0.305
O 0.865 4.011 0.336
C -0.294 2.038 0.539
C -0.460 0.670 0.336
C 0.783 -0.129 -0.088
O 0.687 -1.387 -0.176
O -1.566 0.088 0.455
O 3.104 2.513 -0.609
H 2.806 -0.019 -0.656
H -1.203 2.557 0.827
C 5.532 -3.297 -3.815
C 5.340 -1.841 -3.382
C 3.898 -1.513 -3.094
S 3.073 -2.348 -4.468
O 3.078 -1.578 -5.689
O 1.848 -2.948 -4.018
C 4.346 -3.632 -4.720
H 5.541 -4.011 -2.998
H 6.479 -3.252 -4.349
H 5.567 -1.207 -4.259
H 6.131 -1.408 -2.766
H 3.557 -0.480 -3.060
H 3.513 -1.954 -2.169
H 4.374 -3.902 -5.770
H 3.786 -4.455 -4.261
C 3.684 2.321 3.807
C 3.174 3.564 4.570
C 3.099 4.744 3.632
S 4.543 4.565 2.587
O 5.636 5.358 3.056
O 4.207 4.622 1.170
C 4.843 2.816 2.970
H 2.885 1.988 3.147
H 4.009 1.668 4.611
H 3.769 3.825 5.450
H 2.217 3.370 5.060
H 3.253 5.707 4.123
H 2.169 4.829 3.070
H 5.769 2.944 3.537
H 5.086 2.329 2.029
C -0.100 1.766 4.188
C -1.593 2.145 4.142
C -2.336 0.981 3.537
S -1.435 -0.504 3.997
O -1.056 -1.274 2.844
O -2.148 -1.109 5.083
C -0.023 0.344 4.699
H 0.456 2.528 4.734
H 0.327 1.781 3.178
H -1.701 3.155 3.747
H -1.904 2.258 5.189
H -2.546 1.060 2.467
H -3.364 0.866 3.889
H 0.922 -0.159 4.490
H -0.106 0.281 5.785
C -4.945 2.054 0.397
C -5.642 3.435 0.299
C -4.980 4.304 -0.763
S -3.908 3.207 -1.720
O -2.529 3.399 -1.291
O -4.263 3.253 -3.103
C -4.533 1.683 -0.993
H -5.635 1.302 0.785
H -4.146 2.106 1.141
H -5.827 3.871 1.278
H -6.662 3.181 -0.012
H -4.392 5.114 -0.340
H -5.712 4.653 -1.487
H -3.788 0.916 -1.204
H -5.396 1.490 -1.638
C -0.827 1.042 -3.346
C 0.086 -0.193 -3.619
C -0.455 -0.944 -4.868
S -2.005 -0.149 -5.275
O -3.039 -1.093 -5.606
O -1.699 0.925 -6.190
C -2.247 0.567 -3.651
H -0.616 1.864 -4.027
H -0.828 1.363 -2.303
H 0.120 -0.755 -2.693
H 1.066 0.186 -3.912
H -0.649 -1.967 -4.558
H 0.221 -0.777 -5.697
H -2.625 -0.239 -3.034
H -2.939 1.391 -3.829
C 2.328 -5.593 0.470
C 2.356 -6.379 1.803
C 1.486 -5.671 2.810
S 1.412 -3.918 2.317
O 2.135 -3.039 3.205
O 0.021 -3.637 2.015
C 2.312 -4.106 0.752
H 1.426 -5.880 -0.074
H 3.172 -5.855 -0.166
H 3.371 -6.515 2.177
H 1.970 -7.362 1.536
H 1.640 -5.754 3.882
H 0.413 -5.851 2.678
H 3.289 -3.731 1.071
H 1.876 -3.395 0.055
```

Values from the calculation:
- total energy (eV) = -167408.5929
- multiplicity = 5
- highest occupied orbital energy (alpha / beta) (eV) = -10.7 / -10.5
- F_max (eV/A) = 2.40
- total charge = +1
- HOMO-LUMO gap (alpha / beta) (eV) = 6.51 / 5.87

Results of the Mulliken charge analysis, in e, for atoms 1 through 99:
1. K 0.97
2. Pd 0.82
3. Pd 0.64
4. C -0.74
5. C 0.18
6. C 0.57
7. O -0.51
8. C -0.43
9. C 0.59
10. C 0.92
11. O -0.80
12. O -0.67
13. O -0.60
14. H 0.51
15. H 0.52
16. C -1.24
17. C 1.07
18. C 0.32
19. O -0.85
20. C -0.39
21. C 0.17
22. C 1.63
23. O -0.60
24. O -1.09
25. O -0.93
26. H 0.52
27. H 0.33
28. C -0.57
29. C -0.91
30. C 0.00
31. S 1.33
32. O -0.69
33. O -0.66
34. C -0.88
35. H 0.34
36. H 0.30
37. H 0.35
38. H 0.46
39. H 0.38
40. H -0.17
41. H 0.44
42. H 0.31
43. C 0.21
44. C -0.76
45. C -0.60
46. S 0.98
47. O -0.64
48. O -0.51
49. C -0.96
50. H -0.29
51. H 0.43
52. H 0.40
53. H 0.25
54. H 0.46
55. H 0.26
56. H 0.36
57. H 0.46
58. C 0.87
59. C -1.13
60. C 0.49
61. S 1.00
62. O -0.22
63. O -0.74
64. C -1.08
65. H -0.10
66. H -0.39
67. H 0.49
68. H 0.40
69. H -1.07
70. H 0.74
71. H 0.52
72. H 0.40
73. C 0.10
74. C -1.02
75. C -0.76
76. S 1.01
77. O -0.44
78. O -0.73
79. C 0.32
80. H 0.46
81. H -0.24
82. H 0.48
83. H 0.32
84. H 0.38
85. H 0.40
86. H -0.69
87. H 0.54
88. C 0.08
89. C 0.30
90. C -0.92
91. S 1.33
92. O -0.71
93. O -0.71
94. C 0.31
95. H 0.64
96. H -0.56
97. H -0.48
98. H 0.28
99. H 0.43

***

Formula: C15H24NO13S2
Source: OMol25
Level of theory: ωB97M-V/def2-TZVPD

Structure (XYZ):
```
55
Properties=species:S:1:pos:R:3
C 1.865 -0.224 -1.425
C 2.639 0.569 -0.338
C 2.365 2.059 -0.346
O 1.994 2.610 0.608
O 2.588 2.826 -1.490
C 1.288 2.939 -2.168
C 0.649 4.321 -1.966
S -1.029 4.269 -1.290
O -1.834 5.148 -2.110
O -0.973 4.805 0.053
N -1.499 2.716 -1.426
S -2.803 2.340 -0.523
O -2.610 2.461 0.899
O -3.955 3.031 -1.022
C -2.969 0.545 -0.857
C -2.523 0.334 -2.320
O -3.246 0.575 -3.207
H 0.811 0.075 -1.339
H 2.192 -0.013 -2.449
H 1.900 -1.299 -1.221
H 2.287 0.192 0.628
H 3.713 0.348 -0.418
H 1.490 2.741 -3.229
H 0.665 2.117 -1.806
H 1.293 4.883 -1.282
H 0.638 4.891 -2.900
H -2.244 0.083 -0.175
H -3.990 0.203 -0.687
H -1.494 -0.014 -2.546
C -1.578 2.288 5.391
C -0.443 1.546 4.728
C -0.771 1.029 3.355
O 0.076 -0.129 3.257
C 0.293 -0.574 4.516
O 0.791 -1.623 4.787
O -0.135 0.331 5.436
H -2.411 1.616 5.600
H -1.254 2.697 6.350
H -1.927 3.108 4.763
H 0.457 2.167 4.714
H -0.539 1.747 2.570
H -1.811 0.711 3.248
C 0.973 -6.934 -2.443
C 1.259 -5.486 -2.122
C 1.331 -5.186 -0.645
O 0.916 -3.820 -0.591
C 0.114 -3.599 -1.668
O -0.552 -2.631 -1.823
O 0.179 -4.643 -2.542
H -0.029 -7.213 -2.112
H 1.004 -7.096 -3.521
H 1.702 -7.594 -1.972
H 2.167 -5.157 -2.638
H 2.336 -5.298 -0.243
H 0.638 -5.785 -0.049
```

Values from the calculation:
- total energy (eV) = -65722.8144
- highest occupied orbital energy (eV) = -5.4
- F_max (eV/A) = 3.58
- relative energy (zero: lowest compared OMol25 entry of this formula, charge and spin) (kJ/mol) = 67.02
- total charge = -1
- HOMO-LUMO gap (eV) = 7.38

For reference, the natural (NBO) charges in units of e are:
1. C -0.61
2. C -0.52
3. C 0.81
4. O -0.53
5. O -0.57
6. C -0.09
7. C -0.70
8. S 2.29
9. O -0.99
10. O -0.98
11. N -1.28
12. S 2.31
13. O -0.99
14. O -0.96
15. C -0.76
16. C 0.45
17. O -0.52
18. H 0.22
19. H 0.21
20. H 0.21
21. H 0.24
22. H 0.22
23. H 0.19
24. H 0.22
25. H 0.27
26. H 0.24
27. H 0.23
28. H 0.25
29. H 0.12
30. C -0.63
31. C 0.06
32. C -0.10
33. O -0.49
34. C 0.97
35. O -0.60
36. O -0.50
37. H 0.22
38. H 0.21
39. H 0.24
40. H 0.18
41. H 0.25
42. H 0.19
43. C -0.63
44. C 0.06
45. C -0.09
46. O -0.49
47. C 0.97
48. O -0.56
49. O -0.49
50. H 0.22
51. H 0.22
52. H 0.22
53. H 0.18
54. H 0.20
55. H 0.18

***

> Which formula does entry 4 have?

C15H24NO13S2